Entry 1:
{
  "formula": "C28H44BN11O2RhS3",
  "method": "the ωB97M-V functional and the def2-TZVPD basis",
  "species": ["Rh", "C", "C", "C", "C", "N", "N", "B", "N", "N", "C", "C", "C", "C", "C", "S", "C", "C", "C", "C", "N", "N", "C", "C", "C", "C", "C", "S", "C", "C", "C", "C", "C", "S", "C", "C", "C", "C", "H", "H", "H", "H", "H", "H", "H", "H", "H", "H", "H", "H", "H", "H", "H", "H", "H", "H", "H", "H", "H", "H", "H", "H", "H", "H", "H", "H", "H", "H", "H", "H", "H", "H", "H", "H", "H", "H", "H", "N", "N", "C", "N", "N", "N", "O", "O", "H", "H", "H", "H", "H"],
  "coordinates": [[-0.0672, 0.1125, -0.3002], [-1.7541, 3.8431, 2.9769], [-2.0521, 2.3799, 3.0004], [-3.0332, 1.8216, 3.7837], [-3.2854, 0.4312, 3.7406], [-2.5062, -0.3651, 3.0259], [-1.5514, 0.1504, 2.2992], [-0.4903, -0.7518, 1.6067], [0.8258, -0.6692, 2.4759], [0.6243, -0.4454, 3.7508], [1.6381, -0.4739, 4.6107], [2.9386, -0.7617, 4.1543], [3.1784, -0.9854, 2.8200], [4.5373, -1.2389, 2.2656], [2.0477, -0.9323, 1.9546], [2.1573, -1.2107, 0.2784], [1.3350, -0.1972, 6.0632], [2.1676, 1.0181, 6.5134], [-0.1531, 0.0897, 6.2832], [1.7446, -1.4323, 6.8851], [-0.8719, -2.2507, 1.5469], [-0.9270, -2.8809, 2.7139], [-1.1084, -4.1797, 2.7391], [-1.1947, -4.9062, 1.5236], [-1.1653, -4.2640, 0.3138], [-1.2532, -4.9795, -0.9932], [-1.0018, -2.8589, 0.3609], [-0.9528, -1.8845, -1.0563], [-1.2604, -4.8805, 4.0722], [-0.4349, -6.1725, 4.1187], [-0.8338, -3.9722, 5.2324], [-2.7581, -5.2297, 4.2001], [-1.3324, 1.4779, 2.1865], [-0.1589, 1.9835, 1.0331], [-4.4599, -0.1687, 4.4768], [-4.7084, 0.5640, 5.8015], [-4.2425, -1.6628, 4.7481], [-5.6783, 0.0160, 3.5452], [-2.4274, 4.3883, 3.6329], [-1.8427, 4.2503, 1.9685], [-0.7265, 4.0259, 3.3002], [-3.6331, 2.4523, 4.4261], [3.7617, -0.7941, 4.8571], [5.2776, -1.3499, 3.0535], [4.8412, -0.4074, 1.6252], [4.5465, -2.1363, 1.6443], [1.9262, 1.9044, 5.9229], [3.2389, 0.8280, 6.4369], [1.9418, 1.2341, 7.5566], [-0.4624, 0.9922, 5.7523], [-0.3285, 0.2424, 7.3474], [-0.7677, -0.7457, 5.9434], [2.8003, -1.6790, 6.7636], [1.1501, -2.3038, 6.6052], [1.5718, -1.2268, 7.9408], [-1.2735, -5.9847, 1.5562], [-1.5646, -6.0107, -0.8472], [-0.2776, -4.9874, -1.4863], [-1.9508, -4.4875, -1.6715], [0.6245, -5.9773, 3.9436], [-0.7801, -6.9174, 3.4011], [-0.5385, -6.6149, 5.1088], [0.2548, -3.8894, 5.2676], [-1.1727, -4.4013, 6.1743], [-1.2592, -2.9757, 5.1252], [-3.0694, -5.9329, 3.4254], [-3.3826, -4.3380, 4.1282], [-2.9364, -5.6968, 5.1683], [-3.7866, 0.6826, 6.3755], [-5.4036, -0.0191, 6.4036], [-5.1660, 1.5435, 5.6544], [-3.4922, -1.8013, 5.5288], [-3.9205, -2.1768, 3.8451], [-5.1760, -2.1079, 5.0893], [-5.8456, 1.0694, 3.3114], [-6.5670, -0.3632, 4.0491], [-5.5491, -0.5384, 2.6135], [-2.4206, 0.9360, -1.7716], [-2.0064, 0.9579, -3.1071], [-0.7041, 1.0876, -3.4196], [-0.3544, 1.3214, -4.6669], [0.1509, 0.9357, -2.3910], [1.4650, 1.2719, -2.4637], [2.0206, 1.5684, -3.4954], [2.0138, 1.2221, -1.3548], [-3.1337, 0.2249, -1.6604], [-2.8249, 1.8365, -1.5325], [-2.7008, 1.0273, -3.8361], [-1.0314, 1.4598, -5.4018], [0.6250, 1.4111, -4.8908]],
  "atomic_forces_ev_per_a": [[0.4, 0.2, -0.5], [0.1, 0.1, 0.0], [0.0, 0.0, -0.1], [0.1, -0.2, -0.1], [0.0, 0.4, 0.1], [-0.1, -0.6, 0.1], [0.1, 0.7, -0.2], [-0.1, -0.3, 0.1], [0.3, 0.1, 0.5], [-0.4, 0.1, -0.2], [0.3, -0.1, -0.1], [-0.1, 0.1, 0.1], [-0.1, 0.0, -0.2], [0.1, 0.0, -0.1], [0.1, -0.1, 0.2], [-0.4, 0.3, -0.1], [-0.1, 0.1, 0.1], [0.0, 0.0, -0.1], [0.1, -0.1, -0.1], [0.0, -0.1, -0.1], [0.0, -0.2, -0.7], [0.1, 0.0, 0.6], [0.1, -0.1, -0.3], [0.0, 0.2, -0.1], [0.0, -0.1, 0.1], [0.1, 0.0, -0.1], [-0.1, -0.1, 0.5], [-0.1, 0.2, 0.0], [-0.1, 0.1, 0.3], [0.0, 0.0, -0.1], [-0.1, 0.0, -0.2], [0.1, 0.0, 0.0], [-0.4, -0.1, 0.3], [0.2, -0.3, -0.1], [-0.1, -0.3, 0.0], [0.0, 0.0, 0.0], [0.1, 0.2, -0.1], [0.1, 0.0, 0.1], [0.0, 0.0, 0.0], [-0.1, 0.0, 0.0], [0.0, 0.0, 0.0], [0.0, 0.0, 0.0], [0.0, 0.0, 0.0], [0.0, 0.0, 0.0], [0.0, 0.0, 0.0], [0.0, 0.0, 0.0], [0.0, 0.0, 0.0], [0.0, 0.0, 0.0], [0.0, 0.0, 0.0], [0.0, 0.0, 0.0], [0.0, 0.0, 0.0], [0.0, 0.0, 0.0], [0.0, 0.0, 0.0], [0.0, 0.0, 0.0], [0.0, 0.0, 0.0], [-0.1, 0.0, 0.0], [0.0, 0.0, 0.0], [0.0, 0.0, 0.0], [0.0, 0.0, 0.0], [0.0, 0.0, 0.0], [0.0, 0.0, 0.0], [0.0, 0.0, 0.0], [0.0, 0.0, 0.0], [0.0, 0.0, 0.0], [0.0, 0.0, 0.1], [0.0, 0.0, 0.0], [0.0, 0.0, 0.0], [0.0, 0.0, 0.0], [0.0, 0.0, 0.0], [0.0, 0.0, 0.0], [0.0, 0.0, 0.0], [0.0, -0.1, 0.0], [0.0, -0.1, 0.0], [0.0, 0.0, 0.0], [0.0, 0.0, 0.0], [0.0, 0.0, 0.0], [0.0, 0.0, 0.0], [-0.1, 0.2, 0.1], [0.1, -0.1, -0.1], [0.3, 0.0, -0.1], [-0.1, 0.0, -0.1], [-0.2, -0.2, 0.5], [0.0, 0.0, -0.6], [-0.1, 0.0, 0.4], [0.0, 0.1, 0.0], [0.0, -0.1, 0.0], [0.0, 0.0, 0.0], [0.0, 0.1, -0.1], [0.0, 0.0, 0.1], [0.1, 0.0, 0.0]],
  "charge": 3,
  "multiplicity": 5,
  "lumo_energy_ev": [-8.7368, -11.5990],
  "relative_energy_ev": 0.000,
  "homo_ev": [-16.769, -16.780]
}

***

Entry 2:
{
  "formula": "C28H44Br10O10S2",
  "method": "the ωB97M-V functional and the def2-TZVPD basis",
  "species": ["O", "C", "C", "C", "C", "O", "C", "C", "H", "H", "H", "H", "O", "C", "C", "C", "C", "O", "C", "C", "H", "H", "H", "H", "C", "C", "O", "S", "C", "O", "O", "H", "H", "H", "H", "H", "H", "H", "H", "C", "C", "O", "S", "C", "O", "O", "H", "H", "H", "H", "H", "H", "H", "H", "Br", "C", "C", "Br", "H", "H", "H", "H", "Br", "C", "C", "Br", "H", "H", "H", "H", "Br", "C", "C", "Br", "H", "H", "H", "H", "Br", "C", "C", "Br", "H", "H", "H", "H", "Br", "C", "C", "Br", "H", "H", "H", "H"],
  "coordinates": [[0.1853, 15.0610, 0.8624], [0.3983, 13.8188, 0.7271], [-0.4821, 12.8443, 0.0162], [-0.1729, 11.5437, -0.2929], [1.0785, 10.9596, 0.1294], [1.3478, 9.8016, -0.0280], [1.9708, 11.8498, 0.9067], [1.7040, 13.1662, 1.0240], [-1.3914, 13.2852, -0.3647], [-0.9893, 10.8894, -0.5606], [2.9911, 11.5676, 1.1208], [2.5368, 13.7919, 1.3092], [0.2990, -1.8235, 1.5817], [-0.1624, -0.9975, 0.7669], [-1.3190, -1.1270, -0.0270], [-1.8657, -0.0738, -0.7352], [-1.3555, 1.2426, -0.7028], [-1.7027, 2.2902, -1.3345], [-0.0270, 1.2959, -0.0389], [0.4822, 0.2130, 0.6322], [-1.8314, -2.0674, -0.1667], [-2.7599, -0.3950, -1.2487], [0.6431, 2.1339, -0.1621], [1.4949, 0.3365, 0.9864], [3.6484, -10.4874, 4.2329], [2.7418, -9.5125, 4.8279], [1.9157, -9.0574, 3.8279], [0.2400, -9.0378, 4.0861], [0.1810, -7.8566, 5.4706], [-0.4525, -8.4588, 2.9167], [-0.1284, -10.3145, 4.6587], [4.2377, -10.9929, 4.9980], [4.3294, -10.0016, 3.5341], [3.0722, -11.3039, 3.7976], [2.1474, -9.8948, 5.6578], [3.3689, -8.6864, 5.1632], [0.8700, -7.0121, 5.4592], [0.5731, -8.2781, 6.3962], [-0.8179, -7.6544, 5.8570], [-11.1936, 2.5194, 0.9811], [-10.6816, 1.4238, 1.9210], [-11.2243, 0.1029, 1.5481], [-10.5834, -0.7726, 0.3846], [-10.4645, -2.3014, 1.4398], [-11.5790, -1.0021, -0.6431], [-9.2335, -0.2190, 0.1110], [-10.7085, 3.4636, 1.2286], [-12.2723, 2.6688, 0.9347], [-11.1255, 2.2646, -0.0765], [-9.5963, 1.4376, 2.0214], [-11.1010, 1.5706, 2.9163], [-11.4195, -2.8220, 1.3690], [-10.2723, -2.0102, 2.4724], [-9.6045, -2.8762, 1.0960], [7.4127, 3.5732, -1.4199], [8.5696, 5.1747, -1.0254], [8.1369, 6.3947, -1.6812], [9.4346, 7.8061, -1.2508], [9.5592, 4.7911, -1.2739], [8.5642, 5.2380, 0.0627], [7.1480, 6.6756, -1.3187], [8.0630, 6.4429, -2.7676], [1.8000, 1.0244, -8.3055], [2.9786, 2.5837, -8.0591], [2.1174, 3.7165, -7.5348], [3.3759, 5.1488, -7.0613], [3.4278, 2.7300, -9.0414], [3.8023, 2.3778, -7.3755], [1.3907, 3.4735, -6.7596], [1.5707, 4.0825, -8.4039], [5.1995, -1.0950, 6.8281], [4.6534, 0.8828, 6.5421], [5.7715, 1.5292, 5.8490], [5.2981, 3.4462, 5.5049], [4.6219, 1.3663, 7.5185], [3.6332, 0.9484, 6.1639], [5.8584, 0.8844, 4.9745], [6.6779, 1.6019, 6.4500], [7.3236, -4.9054, -1.4886], [5.2969, -5.1481, -1.6618], [5.0976, -6.7393, -1.9199], [3.4930, -7.1794, -3.1507], [5.0379, -4.3799, -2.3904], [4.9247, -4.8689, -0.6761], [5.0254, -7.3493, -1.0195], [5.8827, -7.2462, -2.4809], [-4.5097, -5.6905, -9.2205], [-4.0188, -5.6905, -7.2625], [-5.2516, -6.1026, -6.3897], [-4.8573, -6.2719, -4.5448], [-3.5590, -4.7262, -7.0458], [-3.3170, -6.4923, -7.0334], [-5.4911, -7.0963, -6.7684], [-6.0823, -5.4156, -6.5512]],
  "atomic_forces_ev_per_a": [[0.3, -4.3, -0.2], [0.8, 2.1, -1.1], [-0.4, -0.5, -0.8], [-1.6, 2.6, 1.1], [0.4, 0.1, 1.7], [0.3, -1.1, -0.6], [0.1, 1.8, -0.9], [0.6, -0.1, 0.7], [-0.4, -0.2, 0.3], [0.2, -0.1, -0.8], [-0.1, -0.6, 0.0], [-0.2, 0.4, 0.4], [-1.2, 0.5, -1.5], [1.3, -2.9, 3.1], [-2.9, 0.9, -2.6], [-1.2, -3.9, 1.2], [2.0, 4.8, -1.9], [-0.1, -3.5, 1.8], [1.0, -1.9, 1.3], [1.6, 5.4, -1.7], [0.2, -0.2, 0.4], [-0.2, 0.8, -0.4], [-0.5, 0.4, -0.1], [0.0, -0.3, 0.4], [0.9, -1.9, 0.0], [0.5, 0.4, 1.8], [-4.1, 1.4, -2.1], [0.3, 1.2, 0.0], [0.5, -0.3, 1.3], [2.2, -1.5, 2.5], [0.2, 0.9, -0.9], [0.3, 0.2, 0.2], [-0.2, -0.3, -0.2], [0.1, 0.1, -0.5], [0.2, -0.2, 0.1], [-0.3, 0.4, 0.4], [-0.6, 0.4, -1.2], [0.3, -1.2, -0.3], [-0.3, 0.4, -1.1], [-0.4, -0.4, -0.5], [-1.1, 0.2, -0.3], [0.2, 0.9, -0.1], [1.6, -0.3, 0.8], [0.3, 0.8, -0.7], [1.3, 0.4, 0.9], [-2.7, -1.2, 0.1], [0.0, 0.0, -0.3], [-0.2, 0.0, 1.2], [1.2, -0.1, -0.1], [-0.1, -0.4, -0.4], [0.0, -0.1, 0.0], [0.2, 0.0, -0.2], [-0.1, 0.2, -0.2], [-0.3, -0.1, -0.2], [0.3, 0.9, 0.0], [0.8, -2.6, 0.8], [-0.9, 1.5, -0.8], [-0.3, -0.1, 0.1], [-0.1, 0.4, -0.4], [-0.3, 0.2, -0.1], [0.2, 0.3, 0.2], [0.3, -0.6, 0.1], [0.4, 0.1, 0.2], [0.0, -0.5, 0.4], [0.3, 0.3, -1.6], [-0.5, -0.1, 0.2], [-0.3, 0.4, 0.1], [-0.3, -0.5, 0.1], [0.6, 0.0, 0.2], [-0.2, 0.3, 0.3], [-0.6, 1.6, -0.2], [-0.4, -0.4, 2.6], [0.0, 0.1, -1.2], [0.2, -1.0, -0.1], [-0.3, -0.7, 0.4], [0.5, -0.4, -0.6], [0.9, 1.1, -0.7], [-0.2, -0.3, -0.2], [-1.2, -0.1, 0.0], [1.3, -2.0, 0.4], [-0.5, 1.1, -1.1], [1.1, 0.5, 1.2], [-0.2, -0.8, -0.3], [-0.1, -0.1, -0.2], [-0.6, 0.6, 0.2], [0.1, 0.8, -0.2], [0.3, -0.1, 1.4], [-0.6, -0.6, 0.7], [0.3, 0.5, -2.3], [0.3, 0.1, 0.5], [-0.3, -0.1, 0.0], [0.4, 0.2, -0.7], [-0.4, 0.1, 0.3], [0.0, -0.2, 0.3]],
  "charge": 0,
  "lumo_energy_ev": -2.3145,
  "smiles": "O=C1C=CC(=O)C=C1.O=C1C=CC(=O)C=C1.CCOS(C)(=O)=O.CCOS(C)(=O)=O.BrCCBr.BrCCBr.BrCCBr.BrCCBr.BrCCBr",
  "relative_energy_ev": 0.000,
  "homo_ev": -10.251
}

***

| no. | strongest force on any atom (hartree/bohr) |
| --- | --- |
| 1 | 0.0142 |
| 2 | 0.1137 |